(1)
Entry from OMol25: C20H28ClF5N2O3ScTe as an isolated structure (the ωB97M-V functional and the def2-TZVPD basis).

Last column: natural (NBO) charge in e.
Atoms and positions in Å:
1 Sc -1.4676 -0.1695 0.9235  1.406
2 Cl -3.6219 0.5643 2.3661  -0.204
3 N -0.1280 2.1170 0.3261  -0.565
4 N -0.3885 -2.2467 0.6134  -0.606
5 C -0.8883 2.8760 -0.4417  0.606
6 C -0.7743 -2.9411 -0.4125  0.632
7 C 1.0970 2.9238 0.5620  0.055
8 C 0.5548 4.3514 0.4085  -0.084
9 C 2.1556 2.6375 -0.4934  -0.608
10 C 1.6497 2.6555 1.9305  -0.594
11 H 1.7835 2.8181 -1.5123  0.200
12 H 2.4866 1.5951 -0.4195  0.226
13 H 3.0199 3.2938 -0.3211  0.203
14 H 0.8778 2.8530 2.6712  0.246
15 H 2.5012 3.3221 2.1197  0.190
16 H 1.9811 1.6180 2.0116  0.240
17 C 0.7417 -2.9998 1.2411  0.071
18 C 0.8177 -4.2802 0.4048  -0.077
19 C 0.3827 -3.3565 2.6678  -0.626
20 C 2.0274 -2.1959 1.1566  -0.613
21 H 2.2401 -1.9294 0.1132  0.201
22 H 2.8644 -2.7911 1.5460  0.205
23 H 1.9375 -1.2789 1.7478  0.263
24 H -0.6875 -3.5839 2.7306  0.222
25 H 0.6113 -2.5271 3.3328  0.278
26 H 0.9672 -4.2283 2.9869  0.190
27 O -0.2310 -4.1405 -0.5987  -0.487
28 H 0.6129 -5.1881 0.9880  0.191
29 H 1.7605 -4.4082 -0.1406  0.185
30 O -0.6259 4.1827 -0.4418  -0.497
31 H 1.2240 5.0613 -0.0840  0.189
32 H 0.2281 4.7454 1.3820  0.195
33 C -1.9151 2.3044 -1.3399  -0.495
34 C -1.7648 -2.4381 -1.4026  -0.491
35 C -1.1291 -1.2095 -2.0297  -0.033
36 H -2.6721 -2.1504 -0.8177  0.244
37 H -2.0560 -3.2120 -2.1072  0.236
38 C -1.1584 -0.0434 -1.2980  -0.493
39 C -1.2353 1.1271 -2.0179  -0.040
40 H -2.8457 -0.4837 2.5128  0.189
41 C -0.7071 1.1880 -3.3351  0.043
42 C -0.3269 -0.0033 -3.9584  -0.258
43 C -0.5405 2.5284 -3.9539  -0.646
44 C -0.6024 -1.2283 -3.3448  -0.032
45 H 0.1905 0.0208 -4.9223  0.193
46 C -0.3548 -2.5528 -3.9820  -0.632
47 H 0.1863 -2.4852 -4.9221  0.209
48 H -1.2717 -3.1180 -4.1802  0.207
49 H 0.2413 -3.1698 -3.3079  0.214
50 H -1.4777 3.0891 -4.0158  0.207
51 H -0.1140 2.4946 -4.9553  0.208
52 H 0.1365 3.1312 -3.3413  0.209
53 H -2.3234 3.0543 -2.0270  0.238
54 H -2.7498 1.9485 -0.6834  0.242
55 F 1.2271 1.5532 4.4296  -0.696
56 Te -0.1698 0.2794 4.2699  3.068
57 F -0.3774 0.3289 6.1416  -0.689
58 F -1.4265 1.6991 4.1084  -0.706
59 F 1.2176 -1.0235 4.4923  -0.704
60 F -1.5318 -1.0921 4.2455  -0.700
61 O -0.1585 0.1133 2.3780  -1.321

Computed properties:
Calculated total energy, eV: -84422.11607
Net charge: -1
E_HOMO (spin up / spin down), eV: -1.36 / -1.36
Energy above the lowest of the compared OMol25 structures with the same formula, charge and spin, kJ/mol: 397.9
LUMO (spin up / spin down), hartree: 0.084 / 0.084

***

(2)
Entry from OMol25: a single CH3IOS2 molecule (the ωB97M-V functional and the def2-TZVPD basis).

Last column: natural (NBO) charge in e.
Atoms and positions in Å:
1 C -0.0658 1.5577 0.1024  -0.631
2 O -0.6522 -0.7276 1.0929  -0.861
3 S 0.0976 -2.5302 -0.8785  -0.200
4 S 0.5195 -1.5984 0.9821  0.832
5 I 1.7603 0.8337 -0.1512  0.317
6 H -0.2466 2.5353 0.6319  0.212
7 H -0.8116 1.4223 -0.7930  0.208
8 H -0.6012 -1.4928 -0.9866  0.124

Computed properties:
Calculated total energy, eV: -32900.34571
Net charge: 0
E_HOMO (spin up / spin down), eV: -8.37 / -8.18
Energy above the lowest of the compared OMol25 structures with the same formula, charge and spin, kJ/mol: 335.2
LUMO (spin up / spin down), hartree: -0.035 / -0.013